This record from the OMol25 dataset describes a 21-piece molecular cluster, C13H49N9O23S2 overall at a distorted geometry. The level of theory is ωB97M-V with the def2-TZVPD basis set.

Geometry as XYZ:
```
96
Properties=species:S:1:pos:R:3:forces:R:3
O 3.893 3.017 2.196 0.7 2.0 -1.1
O 4.218 5.194 1.785 0.1 -1.6 0.3
N 2.196 4.641 -1.727 0.2 0.6 0.6
N -1.882 -1.525 0.197 -1.3 1.6 0.1
N -0.566 2.371 -1.301 0.1 1.9 2.5
N -1.672 1.656 -0.951 -0.5 0.7 1.1
N 0.447 -3.205 3.269 -0.1 0.3 1.3
N -2.330 -3.157 3.536 1.0 -0.2 -0.3
N -3.756 -1.878 1.293 0.8 -0.2 4.1
O -4.032 -1.082 0.212 -3.6 -1.5 2.1
S 1.391 2.438 -3.143 0.5 0.0 -1.5
S 2.893 2.473 -0.580 0.2 -0.7 -0.4
C 2.209 3.372 -1.911 -0.4 -1.6 1.7
C -2.400 -1.956 1.395 -4.7 0.5 -3.3
C -0.044 1.880 -2.344 -0.6 -1.3 -0.8
C -1.870 0.770 -1.853 2.3 -2.0 -1.1
C -2.982 -0.970 -0.383 8.0 0.6 -4.0
C 2.764 4.975 -0.525 0.3 1.1 0.4
C 3.242 3.931 0.209 -0.2 0.2 -0.9
C -0.142 -3.615 4.399 -0.4 -0.7 -1.1
C -1.557 -3.732 4.470 0.8 0.8 -0.2
C -0.313 -2.644 2.330 -0.2 0.3 1.2
C -1.692 -2.547 2.485 0.7 -1.7 1.3
N -0.820 0.820 -2.760 -0.5 0.3 -0.4
N 3.895 4.050 1.486 -1.4 -0.1 1.0
C -2.844 -0.362 -1.773 -1.5 0.2 0.0
C -0.754 0.165 -4.052 0.1 -1.3 -1.2
H 2.787 6.013 -0.148 0.1 -0.7 -0.7
H 0.510 -3.958 5.205 -0.3 0.0 -0.3
H -1.987 -4.301 5.321 -0.1 0.8 -0.7
H 0.211 -2.127 1.550 0.0 -0.2 -0.6
H -2.708 -1.221 -2.453 0.5 0.6 0.0
H -3.782 0.087 -2.119 -0.3 -0.3 0.3
H -1.793 -0.033 -4.428 1.0 0.1 0.4
H -0.187 -0.833 -4.017 -0.9 1.5 0.0
H -0.282 0.846 -4.798 -0.2 -0.6 0.6
O -2.659 -2.476 -5.421 -0.9 0.9 -1.6
H -2.536 -2.548 -6.423 -0.5 0.3 2.2
H -3.508 -1.955 -5.245 1.3 -1.4 -0.4
O 6.945 4.753 2.508 -1.0 -1.6 0.0
H 6.362 4.476 3.286 1.1 0.3 -2.0
H 6.783 4.107 1.746 0.2 1.2 2.0
O 1.782 0.470 2.403 -1.1 0.1 1.1
H 0.997 0.919 1.949 0.9 -0.5 1.3
H 1.587 0.420 3.394 0.1 0.2 -2.2
O 0.764 6.812 -2.319 -1.6 -0.9 0.7
H 1.182 5.896 -2.218 -0.9 1.5 -0.2
H -0.193 6.759 -1.996 2.2 -0.1 -0.7
O -2.273 -3.911 8.146 0.1 -1.8 -1.0
H -3.126 -3.930 7.601 1.3 -0.1 0.8
H -1.816 -4.808 8.047 -1.3 1.9 0.2
O -0.704 1.713 1.984 -1.5 -0.9 -0.6
H -0.962 1.746 1.006 -0.1 -0.1 1.7
H -1.440 1.235 2.488 1.5 1.1 -1.4
O 1.600 -0.858 -1.907 -0.9 -0.7 0.6
H 2.088 -1.002 -1.032 -0.9 0.0 -1.3
H 0.791 -1.466 -1.921 1.6 0.7 0.3
O 3.043 -3.568 1.834 -1.6 0.6 0.0
H 2.206 -3.641 2.398 1.6 0.4 -1.2
H 2.897 -2.839 1.147 0.2 -1.5 1.4
O -3.155 3.406 -2.954 -0.7 0.1 1.7
H -4.001 3.757 -2.524 2.1 -0.8 -0.6
H -2.534 3.094 -2.219 -1.6 0.9 -1.2
O -5.208 -1.573 -4.393 -0.5 0.6 1.4
H -5.681 -1.631 -3.500 1.1 0.3 -2.1
H -5.017 -0.598 -4.584 -0.9 -1.4 0.8
O 2.947 -1.286 0.380 1.4 1.4 0.5
H 3.894 -1.018 0.145 -2.0 -0.6 0.8
H 2.694 -0.825 1.244 0.6 -0.4 -1.3
O -0.332 -2.940 -1.707 -1.9 -0.1 -0.5
H -0.898 -2.496 -0.996 0.7 -0.8 -1.1
H -0.952 -3.351 -2.392 1.2 0.9 1.5
O 1.121 -0.248 -6.935 1.5 -0.9 -0.1
H 1.742 -0.677 -7.609 -1.2 1.0 1.8
H 1.575 -0.269 -6.031 -0.3 0.0 -1.6
O 4.606 0.151 2.632 -0.8 0.4 -1.6
H 4.883 0.230 1.662 -0.8 0.1 2.3
H 3.654 0.484 2.716 1.9 -0.4 -0.7
O -4.612 -4.818 3.961 1.6 -1.2 0.0
H -4.269 -5.751 3.773 -0.6 2.1 0.3
H -3.838 -4.173 3.870 -1.2 -1.0 -0.4
O -4.558 -3.767 6.580 -0.7 0.4 -1.5
H -5.027 -2.942 6.228 1.0 -2.0 0.5
H -4.538 -4.458 5.841 -0.5 1.6 0.8
O 2.223 -2.181 6.179 0.8 -1.8 -0.5
H 2.029 -3.057 6.647 0.8 1.9 -1.1
H 2.935 -2.348 5.480 -1.5 0.0 1.6
O 2.638 -0.229 -4.464 0.4 -1.8 0.1
H 2.085 -0.539 -3.676 1.4 0.2 -0.7
H 3.298 -0.961 -4.694 -1.6 1.4 0.8
O -4.749 0.955 -4.654 0.4 2.5 -1.0
H -4.233 1.213 -5.486 -1.1 -0.1 1.8
H -5.187 1.789 -4.284 1.1 -1.7 -1.0
O 5.251 7.139 -1.596 1.1 -0.5 -1.7
H 5.252 7.695 -2.442 0.2 -1.5 1.7
H 5.894 6.369 -1.724 -1.3 1.9 0.0
```
Positions in Å, forces in eV/Å.

The calculation puts the HOMO energy at -9.7 eV. As for the largest force on an atom: 8.9 eV/A. Its multiplicity is 1. As for the gap between HOMO and LUMO: 8.23 eV.

These are the Löwdin partial charges, in e, on atoms 1 to 2: atom 1 (O): 0.044, atom 2 (O): 0.101